{
  "formula": "C43H28BrCl2IN4OPPt",
  "method": "ωB97M-V/def2-TZVPD",
  "spin_multiplicity": 3,
  "s_squared": 2.05,
  "e_lumo_ha": [0.063, 0.061],
  "total_charge": -1,
  "e_homo_ev": [-2.74, -4.26],
  "gap_ev": [4.440, 5.932],
  "elements": ["Pt", "Br", "C", "C", "C", "C", "C", "C", "N", "N", "C", "C", "C", "C", "O", "C", "N", "C", "C", "C", "C", "H", "H", "H", "H", "H", "H", "H", "H", "H", "I", "C", "C", "C", "C", "C", "C", "C", "C", "C", "P", "C", "C", "C", "C", "C", "C", "C", "C", "C", "C", "C", "C", "C", "H", "H", "H", "H", "H", "H", "H", "H", "H", "H", "H", "H", "H", "H", "H", "H", "Cl", "C", "C", "C", "C", "C", "Cl", "C", "N", "H", "H", "H"],
  "positions_angstrom": [[0.6021, -1.0188, -1.0425], [4.9104, 5.9144, 3.9877], [3.5659, 4.7740, 4.6967], [3.7350, 3.3997, 4.6363], [2.7593, 2.5660, 5.1519], [1.5967, 3.1030, 5.7332], [1.4613, 4.5008, 5.7900], [2.4320, 5.3331, 5.2721], [0.5554, 2.3598, 6.2543], [0.7024, 1.0445, 6.1832], [0.6151, 0.2954, 5.1253], [0.9530, -1.0949, 5.2404], [1.1878, -1.8409, 4.1235], [0.9789, -1.3215, 2.8441], [2.0666, -1.2265, 0.5034], [0.3580, -0.0572, 2.6451], [-0.1349, 0.3006, 1.4393], [-0.7618, 1.4521, 1.3154], [-0.9919, 2.3229, 2.3785], [-0.5345, 1.9519, 3.6230], [0.1662, 0.7548, 3.7965], [4.6255, 2.9831, 4.1852], [2.8907, 1.4939, 5.1118], [0.5675, 4.9066, 6.2465], [2.3166, 6.4077, 5.3111], [1.0986, -1.5001, 6.2315], [1.5508, -2.8592, 4.2135], [-1.1239, 1.6912, 0.3179], [-1.5259, 3.2500, 2.2244], [-0.7213, 2.5802, 4.4832], [1.9866, 1.0090, -1.8008], [0.5346, 2.4773, -2.0857], [0.8927, 3.7123, -1.5348], [0.0680, 4.7999, -1.7451], [-1.0729, 4.6430, -2.5123], [-1.4502, 3.3997, -3.0567], [-2.6004, 3.3129, -3.8746], [-2.9743, 2.1028, -4.4521], [-2.2771, 0.9586, -4.1622], [-1.1441, 0.9575, -3.2890], [-0.6584, -0.6839, -2.8354], [-2.2035, -1.6384, -2.6621], [-2.9133, -1.4617, -1.4767], [-4.1044, -2.1350, -1.2675], [-4.5960, -2.9961, -2.2401], [-3.8925, -3.1790, -3.4205], [-2.6982, -2.5021, -3.6318], [0.1829, -1.4553, -4.2512], [0.5613, -0.6973, -5.3516], [1.2962, -1.2796, -6.3783], [1.6518, -2.6170, -6.3046], [1.2729, -3.3785, -5.2038], [0.5468, -2.7999, -4.1773], [-0.6510, 2.2186, -2.7961], [1.8022, 3.8088, -0.9579], [0.3248, 5.7634, -1.3243], [-1.7149, 5.4929, -2.7119], [-3.1639, 4.2177, -4.0650], [-3.8292, 2.0540, -5.1158], [-2.6130, 0.0239, -4.5936], [-2.5155, -0.8099, -0.7071], [-4.6408, -2.0002, -0.3372], [-5.5236, -3.5290, -2.0730], [-4.2697, -3.8523, -4.1804], [-2.1545, -2.6511, -4.5568], [0.2743, 0.3462, -5.3992], [1.5902, -0.6847, -7.2337], [2.2300, -3.0690, -7.1007], [1.5571, -4.4214, -5.1413], [0.2642, -3.3831, -3.3076], [1.6201, -2.3135, 1.5571], [2.7814, -3.2393, 1.9708], [2.6669, -4.6214, 2.1259], [1.5784, -5.4508, 2.3476], [0.2080, -5.1663, 2.2300], [-0.4764, -4.2025, 1.5507], [-2.2282, -4.1674, 1.7495], [-0.0549, -3.2141, 0.6214], [-0.3589, -2.7146, -0.4293], [3.6320, -5.1212, 2.1642], [1.8053, -6.4566, 2.6817], [-0.4507, -5.8729, 2.7241]]
}